The following is a DFT calculation (ωB97M-V/def2-TZVPD) of a cluster of 3 separate species, C20H30Br3N4O10 in total in a non-equilibrium geometry.

energy = -257769.5446 eV
HOMO energy = -0.4352 Ha
orbital gap = 8.16 eV
charge = +1

Cartesian coordinates (Å):
C -1.36765 -5.41866 3.28106
C -1.49938 -4.17743 2.46132
N -0.37988 -3.22199 2.11375
N 0.53291 -2.75014 3.07852
C -0.21440 -2.79093 0.82155
N 0.95441 -1.86451 0.49350
C 1.06791 -1.41244 -0.95458
C 0.93199 0.22028 -0.80441
O 2.18527 0.88777 -1.18963
C 2.32124 2.22187 -0.58456
O 2.12944 3.34938 -1.51015
C 0.79304 3.34977 -2.12550
C -0.44428 3.67992 -1.09984
O -1.66059 2.85855 -1.37515
C 2.30055 -1.97070 -1.88723
C 2.21894 -1.44338 -3.47055
O 2.84896 -0.31561 -3.90137
Br 1.22030 -2.44991 -4.92365
C -0.21431 -2.27228 -1.56140
N -0.94263 -3.08121 -0.46775
C -2.43526 -2.86262 -0.52439
Br -3.55409 -4.50719 -0.94935
C -3.16487 -1.58633 -0.30033
C -2.35656 -0.21512 0.09095
Br -5.16519 -1.61172 -0.49758
H -0.82543 -5.36448 4.32537
H -1.85400 -6.44983 2.92754
H -2.59280 -3.91751 2.07471
H 0.25892 -3.07298 4.04160
H 0.38426 -1.70428 3.11017
H 1.75679 -2.55740 0.58984
H 0.08005 0.65084 -1.48137
H 0.64253 0.44823 0.32944
H 1.66006 2.38322 0.38024
H 3.44997 2.29732 -0.20484
H 0.79144 4.20565 -2.94172
H 0.63584 2.33970 -2.74138
H -0.74150 4.81706 -1.28010
H -0.11131 3.61244 0.03538
H -1.45885 2.15931 -2.07917
H 2.33000 -3.16068 -1.96856
H 3.36247 -1.64049 -1.50650
H -0.96514 -1.51421 -2.09752
H 0.09142 -3.13307 -2.29623
H -1.53732 -0.33590 0.91765
H -1.98706 0.26729 -0.90845
H -3.17244 0.53567 0.53292
C 1.89079 -1.16112 7.73101
C 1.33694 -2.38233 8.39048
O 0.16582 -2.65262 7.64379
C 0.33709 -2.08078 6.41606
O -0.40302 -2.26037 5.46334
O 1.44459 -1.28303 6.39348
H 2.98278 -1.12388 7.77350
H 1.48617 -0.23647 8.15572
H 2.01165 -3.24148 8.31357
H 1.09530 -2.21331 9.44343
C -0.31286 4.97355 -6.56141
C -1.40119 5.99547 -6.62618
O -1.89103 6.03375 -5.29926
C -0.88454 5.58838 -4.49162
O -0.90099 5.64899 -3.27353
O 0.14251 5.06759 -5.22472
H 0.49874 5.18449 -7.26316
H -0.68175 3.95785 -6.73852
H -1.02638 6.98908 -6.89368
H -2.19440 5.71493 -7.32458

Force components x, y, z for each atom (eV/Å):
C 0.2 3.1 -1.3
C -1.1 -3.5 1.1
N -1.9 0.1 -2.3
N 0.0 1.1 0.4
C 0.6 0.9 -1.7
N 0.6 -4.3 0.7
C -2.2 -1.0 -0.8
C -0.5 0.5 -0.4
O -1.7 0.6 1.6
C 1.4 1.1 0.9
O -1.4 -2.3 0.8
C -0.6 0.4 -1.1
C 0.4 1.1 -0.1
O 1.9 -0.6 -0.7
C 1.2 -0.4 -0.4
C 3.8 6.9 -1.9
O -4.5 -8.2 3.3
Br 0.9 0.7 1.8
C -0.8 0.6 -1.7
N -0.5 2.9 2.9
C -2.6 2.5 0.9
Br 1.7 1.7 0.4
C 3.0 -3.2 -0.1
C -2.1 0.3 -0.2
Br 2.6 0.4 0.3
H -0.2 -0.5 -2.7
H 0.2 2.9 1.3
H 2.9 -0.8 -0.2
H -0.1 0.3 -1.5
H 0.4 -1.4 0.1
H -0.7 1.3 0.8
H 1.4 -1.0 1.2
H 0.7 -0.5 -2.5
H 0.9 -0.7 -2.0
H -2.5 -0.1 -1.2
H 0.3 -1.9 1.9
H 0.2 1.9 1.5
H 0.6 -2.7 0.4
H -0.8 -0.3 -2.3
H -0.1 1.8 1.4
H -0.4 2.6 0.4
H -2.2 -0.3 -0.8
H 1.5 -2.0 1.2
H -0.3 2.2 1.1
H -1.4 -0.1 -1.8
H -0.5 -0.9 2.1
H 1.9 -1.6 -1.0
C 0.9 0.8 0.7
C 0.5 -0.4 1.1
O -0.3 0.5 -1.6
C -0.6 -0.1 -0.3
O 1.1 0.3 1.9
O -1.3 -0.9 -0.6
H -0.2 0.0 -0.2
H 0.0 -0.1 -0.1
H -0.1 0.1 0.0
H -0.1 -0.1 -0.3
C 0.5 -0.6 -1.0
C -0.4 0.5 -1.0
O 0.7 -0.4 1.0
C -0.3 0.3 2.0
O 0.0 0.0 -2.8
O -0.6 0.4 0.9
H 0.0 -0.1 0.3
H 0.0 0.1 0.0
H 0.0 -0.1 0.0
H 0.0 0.1 0.3

natural (NBO) atomic charge list, values in e, 5 entries: C -0.350; C -0.098; N -0.222; N -0.628; C 0.691

=====

The following is a DFT calculation (ωB97M-V/def2-TZVPD) of a cluster of 2 separate species, C3H8OS2 in total in a non-equilibrium geometry.

energy = -26948.3552 eV
HOMO energy (spin up / spin down) = -0.4269 / -0.4269 Ha
orbital gap (spin up / spin down) = 6.11 / 3.45 eV
charge = +1
2S+1 = 2
energy above the lowest of the compared OMol25 structures with the same formula, charge and spin = 37.59 kcal/mol

Cartesian coordinates (Å):
C -0.27768 -1.18199 2.79086
S -1.78173 -1.23394 1.92819
S -1.16568 -0.87919 -0.04743
H 0.46741 -1.18690 1.96719
H -0.30683 -1.89914 3.66573
H -0.37064 -0.17585 3.21381
H -2.41962 -0.58545 -0.49422
C 1.69266 2.94509 -2.55441
C 2.27126 1.71903 -2.79279
O 2.43173 0.85980 -1.70971
H 1.71306 3.86378 -3.16989
H 1.13555 3.06325 -1.61215
H 2.75010 1.59446 -3.73808
H 2.61822 1.36473 -0.90875

Force components x, y, z for each atom (eV/Å):
C 0.4 0.4 0.3
S -1.4 -0.1 -2.5
S -0.7 -0.2 1.7
H 0.4 -0.4 1.4
H 0.5 0.4 -1.4
H 0.7 0.1 0.2
H 0.3 -0.2 0.2
C 0.2 -1.4 0.0
C -1.0 4.2 2.1
O -0.1 -0.8 -1.1
H 0.0 -1.2 -0.1
H 0.5 0.1 -0.2
H 0.5 -1.1 -0.2
H -0.1 0.2 -0.4

natural (NBO) atomic charge list, values in e, 5 entries: C -0.822; S 0.589; S 0.168; H 0.275; H 0.308

=====

The following is a DFT calculation (ωB97M-V/def2-TZVPD) of a structure of composition C4H12N4O in a non-equilibrium geometry.

energy = -12346.9783 eV
HOMO energy = -0.2652 Ha
orbital gap = 7.97 eV
energy above the lowest of the compared OMol25 structures with the same formula, charge and spin = 99.84 kcal/mol

Cartesian coordinates (Å):
C 1.40259 -0.91939 1.66234
C -0.89541 0.34703 1.00320
O 0.15360 -1.16853 1.04441
N -0.48749 1.39057 1.68506
H -1.07265 2.21631 1.60190
H -1.85434 -0.14416 1.22472
H 1.36226 0.00881 2.23630
H 2.21669 -0.81765 0.93293
H 1.62554 -1.73117 2.35962
C -0.63320 0.36902 -0.62419
N 0.27135 1.45372 -0.94591
N -1.88986 0.55741 -1.32210
N 1.17014 -1.04142 -1.50725
C 0.00337 -0.98885 -0.82295
H -0.24871 2.17965 -1.42761
H 0.58817 1.85040 -0.04945
H -1.79419 0.28142 -2.29476
H -2.63481 0.01058 -0.90167
H 1.64488 -0.13479 -1.51394
H 1.72878 -1.87685 -1.40157
H -0.65672 -1.84210 -0.93906

Force components x, y, z for each atom (eV/Å):
C -0.1 -0.1 0.1
C -0.2 1.2 -1.4
O -0.2 1.1 -0.6
N 0.5 -1.2 -0.5
H 0.0 -0.3 0.5
H 0.1 -0.4 0.0
H -0.1 0.2 -0.1
H -0.1 -0.1 -0.1
H 0.1 -0.1 -0.2
C -0.2 0.3 0.8
N 0.2 -0.5 -0.1
N 0.0 -0.2 0.0
N -0.4 0.2 1.0
C 0.6 0.2 0.4
H 0.1 -0.2 0.1
H -0.2 -0.1 0.1
H -0.2 0.1 0.0
H 0.0 0.0 0.0
H 0.0 -0.3 -0.1
H 0.0 0.1 -0.3
H 0.1 0.0 0.3

natural (NBO) atomic charge list, values in e, 5 entries: C -0.274; C 0.345; O -0.598; N -0.999; H 0.394

=====

The following is a DFT calculation (ωB97M-V/def2-TZVPD) of a structure of composition C24H36CuP2Si in a non-equilibrium geometry.

energy = -96561.6542 eV
HOMO energy (spin up / spin down) = -0.2074 / -0.2361 Ha
orbital gap (spin up / spin down) = 6.24 / 6.74 eV
2S+1 = 2
energy above the lowest of the compared OMol25 structures with the same formula, charge and spin = 36.03 kcal/mol

Cartesian coordinates (Å):
C -0.17127 2.44395 1.58964
C -1.32727 2.62958 0.77672
C -2.43138 2.02498 1.42143
H -1.36157 3.22050 -0.14000
C -1.99510 1.47086 2.66290
C -0.57711 1.79474 2.79815
H 0.00933 1.70992 3.70582
H 0.84216 2.77454 1.35979
H -3.46102 2.06028 1.09098
H -2.64014 1.08779 3.45739
Cu -0.81578 -0.00535 1.83626
C 0.15800 0.26949 -0.99221
H -0.72160 0.85513 -0.69169
H 0.92556 0.26426 -0.20581
H -0.13831 -0.75272 -1.27893
Si 0.94619 1.23029 -2.68439
C 2.07220 0.05142 -3.58702
C 3.25547 0.57595 -4.14665
H 3.42228 1.65445 -4.12279
C 4.21580 -0.27163 -4.70757
H 5.14344 0.15010 -5.09468
C 4.00874 -1.65534 -4.73213
H 4.79420 -2.32296 -5.10572
C 2.79843 -2.17164 -4.25246
H 2.61648 -3.24372 -4.28131
C 1.81995 -1.32671 -3.70617
H 0.87535 -1.74592 -3.34193
C -0.57983 1.69913 -3.63202
C -0.40747 2.34072 -4.87528
H 0.58218 2.38853 -5.33634
C -1.48959 2.97787 -5.49467
H -1.32810 3.54160 -6.41263
C -2.76950 2.90043 -4.93884
H -3.61519 3.41955 -5.40724
C -2.96260 2.16228 -3.76412
H -3.95586 2.06300 -3.32398
C -1.87905 1.55547 -3.11719
H -2.04849 0.98571 -2.20035
H 1.82170 2.60240 -2.34120
H 1.74335 2.57221 -3.22243
C -2.53715 -2.20832 4.59458
P -1.35927 -0.81083 4.49223
C -1.69131 0.09588 6.04396
C 0.26540 -1.62339 4.87833
C 0.73917 -2.49045 3.71304
P 0.47994 -1.73173 2.04564
C 2.20928 -1.51546 1.48961
C -0.07372 -3.17057 1.07633
H -3.30144 -1.96149 5.34189
H -2.03090 -3.14437 4.86687
H -3.02078 -2.31828 3.61469
H -0.83340 0.01742 6.72567
H -1.86865 1.15378 5.80064
H -2.58687 -0.32362 6.52003
H 0.97619 -0.80912 5.09289
H 0.12233 -2.22152 5.79136
H 1.81895 -2.68378 3.80293
H 0.21516 -3.45693 3.71967
H 2.83204 -2.27218 1.99551
H 2.28228 -1.64025 0.39733
H 2.55363 -0.50835 1.77413
H -0.63180 -3.84819 1.73770
H -0.73026 -2.81943 0.26997
H 0.79661 -3.68998 0.65367

Force components x, y, z for each atom (eV/Å):
C -0.8 0.4 0.3
C 0.4 0.2 0.5
C 0.5 0.1 0.2
H 0.0 -0.5 0.1
C 0.1 1.4 -0.1
C -0.7 0.6 -0.5
H 0.0 -0.2 -0.1
H -0.3 0.0 0.1
H 0.1 -0.1 -0.1
H 0.2 0.3 -0.6
Cu 0.2 -0.4 0.1
C 0.7 0.5 -1.6
H 0.5 -0.3 0.1
H -0.3 0.0 -0.3
H 0.1 0.2 0.1
Si -1.6 -1.9 2.8
C 0.7 0.5 -0.3
C 0.1 -0.7 0.0
H 0.1 -0.3 0.0
C -0.1 0.0 0.2
H -0.2 -0.1 0.1
C -0.2 0.2 0.2
H -0.4 0.3 0.1
C -0.1 0.3 0.0
H 0.0 0.2 -0.1
C 0.4 0.1 0.1
H 0.4 0.1 -0.1
C 0.0 0.5 -0.5
C -0.6 0.4 0.2
H -0.3 0.0 0.2
C 0.0 -0.2 0.0
H -0.1 -0.2 0.1
C 0.1 -0.1 0.3
H 0.4 -0.3 0.2
C 0.2 -0.2 0.0
H 0.2 0.1 -0.2
C -0.1 0.3 -0.3
H 0.0 0.4 -0.3
H -0.5 -1.0 1.1
H 0.6 1.1 -2.3
C -0.1 -0.3 0.0
P 0.4 -0.3 0.0
C 0.0 0.2 0.4
C -0.5 0.1 0.4
C 0.2 0.0 0.2
P 0.1 -0.3 -0.6
C 0.3 0.0 0.1
C 0.1 -0.4 -0.2
H 0.1 -0.3 -0.2
H -0.3 0.1 0.0
H 0.1 -0.1 0.3
H -0.3 0.1 0.0
H 0.1 -0.3 0.2
H 0.3 0.3 0.1
H -0.2 -0.3 -0.1
H 0.4 0.1 -0.1
H -0.4 -0.2 0.1
H 0.2 0.2 0.0
H -0.1 0.3 -0.4
H 0.0 0.2 0.4
H 0.0 -0.4 -0.2
H 0.1 0.1 -0.4
H 0.2 -0.2 0.2
H -0.3 -0.1 0.1

natural (NBO) atomic charge list, values in e, 5 entries: C -0.331; C -0.361; C -0.307; H 0.215; C -0.485